A cluster of 3 separate species, C5H11NO2 in total at a distorted geometry, computed with ωB97M-V with the def2-TZVPD basis set.

## Properties
gap between HOMO and LUMO = 3.1 eV
spin multiplicity = 1
DFT total energy = -10938.451 eV
max |F| = 2.619 eV Å⁻¹

Geometry (Å):
C (-3.0643, -0.8461, -1.3509)
C (-2.6703, -0.1827, -0.1793)
N (2.0173, -0.4014, -0.6356)
C (2.8438, 0.1471, 0.4031)
C (0.9410, 0.5168, -1.1271)
C (0.6086, -0.5040, -0.0604)
O (0.8854, 1.3672, 1.8555)
O (-1.9931, -0.6135, 0.7566)
H (-3.7321, -0.3130, -2.0148)
H (-2.9559, 0.8830, -0.1013)
H (-3.0709, -1.9260, -1.4494)
H (3.3300, -0.6360, 0.9806)
H (2.3349, 0.9214, 1.0478)
H (3.6701, 0.7332, -0.0430)
H (1.1768, 1.5305, -0.8309)
H (0.6561, 0.3577, -2.1556)
H (0.3135, 0.0084, 0.8964)
H (0.1499, -1.3990, -0.4522)
H (0.5229, 1.9896, 2.5018)

Forces on the atoms, in the same order (eV/Å):
C -0.9 -0.6 0.2
C 0.6 1.4 0.6
N -2.0 0.3 1.7
C 1.7 1.1 -1.2
C 1.4 -0.5 0.4
C 0.5 0.2 -1.8
O -0.3 0.0 0.2
O -0.2 -1.0 0.0
H 0.3 0.1 -0.3
H -0.2 -0.1 -0.3
H 0.5 0.0 0.0
H -0.5 -0.1 0.3
H -0.3 -0.4 0.3
H -0.1 -0.2 -0.1
H -0.5 0.2 0.0
H -0.2 0.0 0.0
H 0.3 -0.6 -0.4
H -0.4 0.0 0.3
H 0.2 0.2 0.0

=====

A cluster of 2 separate species, C5H11NO2 in total at a distorted geometry, computed with ωB97M-V with the def2-TZVPD basis set.

## Properties
gap between HOMO and LUMO = 10.1 eV
spin multiplicity = 1
DFT total energy = -10948.284 eV
max |F| = 1.647 eV Å⁻¹

Geometry (Å):
O (-1.2454, -1.0427, 1.8915)
C (-1.4206, -0.9213, 0.6997)
N (-0.5227, -0.3549, -0.1538)
C (0.5267, 0.5724, 0.3162)
C (1.0851, 1.2379, -0.9057)
C (-0.0537, 1.0800, -1.9647)
C (-0.8016, -0.1998, -1.5789)
H (-2.3560, -1.2939, 0.2397)
H (1.1493, -0.0247, 0.9598)
H (0.0410, 1.3443, 0.9399)
H (2.0308, 0.8579, -1.3100)
H (1.2950, 2.2699, -0.6142)
H (-0.7047, 1.9578, -1.8198)
H (0.3829, 1.0958, -2.9538)
H (-1.8395, -0.1734, -1.9017)
H (-0.4745, -1.0634, -2.1801)
O (1.0463, -2.1617, 3.2937)
H (1.6121, -1.3848, 3.3198)
H (0.2494, -1.7955, 3.7224)

Forces on the atoms, in the same order (eV/Å):
O -0.1 0.4 0.3
C 0.3 -0.1 -0.1
N -1.1 0.1 -0.6
C -1.2 -0.7 0.9
C 0.3 0.1 -0.7
C 0.3 0.9 1.0
C 0.6 -0.3 -1.0
H 0.3 0.0 -0.3
H 0.8 0.1 0.1
H 0.1 -0.3 0.0
H -0.2 -0.4 0.4
H -0.1 0.1 -0.5
H 0.0 -0.4 -0.4
H -0.3 -0.1 -0.3
H -0.5 0.4 0.8
H 0.6 0.1 0.4
O -0.3 0.5 0.6
H 0.3 -0.1 -0.2
H 0.1 -0.5 -0.5

=====

A structure of composition C5H11NO2 at a distorted geometry, computed with ωB97M-V with the def2-TZVPD basis set.

## Properties
gap between HOMO and LUMO = 8.7 eV
spin multiplicity = 1
DFT total energy = -10944.992 eV
max |F| = 3.478 eV Å⁻¹

Geometry (Å):
C (0.5210, 0.4017, -1.8501)
C (-1.4824, 0.4666, -0.4811)
O (-2.1965, 1.5190, 0.0414)
N (-0.1062, 0.6505, -0.5686)
H (-1.5785, 2.2577, 0.1403)
H (-1.9988, 0.0145, -1.3329)
H (1.6019, 0.4647, -1.7219)
H (0.1976, 1.1502, -2.5781)
H (0.2886, -0.5823, -2.2821)
C (1.2521, -1.4250, 0.3397)
C (0.3882, -0.2679, 0.7531)
C (0.5624, 0.3632, 1.9304)
O (-1.4489, -0.6937, 0.5951)
H (-1.7227, -0.4038, 1.4811)
H (1.3909, -2.0998, 1.1831)
H (0.8066, -1.9807, -0.4835)
H (2.2368, -1.0782, 0.0267)
H (-0.1103, 1.1457, 2.2486)
H (1.3981, 0.0978, 2.5588)

Forces on the atoms, in the same order (eV/Å):
C 0.0 -0.3 0.0
C -0.4 -1.9 1.9
O 0.0 0.2 -0.3
N 0.5 -0.7 1.9
H 0.1 -0.2 0.1
H 0.0 0.1 0.1
H -0.1 0.1 -0.1
H 0.1 0.1 0.1
H 0.0 0.0 0.1
C -0.3 0.0 0.0
C 2.0 2.3 -1.6
C -0.1 -0.2 -0.5
O -1.7 0.3 -1.5
H -0.2 0.3 -0.4
H -0.1 0.0 0.0
H 0.0 -0.1 0.0
H 0.0 0.0 -0.1
H 0.3 0.4 -0.1
H -0.3 -0.4 0.3